No. 1
Computed, not measured: a structure of composition C14H35MnO7 at a distorted geometry, with ωB97M-V/def2-TZVPD.

HOMO energy (spin up / spin down): -3.1 / -3.7 eV
Spin multiplicity: 6
ΔE to the lowest compared entry with this formula, charge and spin: 54.5 kJ/mol
Total energy: -2232.025712 a.u.
Total charge: -1
Orbital gap (spin up / spin down): 6.2 / 6.8 eV
Maximum force: 2.33 eV/Å

```
57
C14H35MnO7 (ωB97M-V/def2-TZVPD)
Mn -0.73 -0.55 -0.29
C 2.08 -2.50 1.95
C 1.43 -1.13 2.21
O 0.70 -0.60 1.17
H 1.36 -3.28 1.74
H 2.58 -2.79 2.88
H 2.89 -2.41 1.22
H 2.20 -0.41 2.54
H 0.73 -1.32 3.05
C -2.92 2.27 -2.43
C -3.36 0.97 -1.80
O -2.37 0.05 -1.65
H -3.72 3.03 -2.44
H -2.65 2.17 -3.48
H -2.06 2.72 -1.92
H -4.18 0.57 -2.44
H -3.90 1.19 -0.85
C 1.96 -1.64 -2.33
C 0.85 -2.61 -2.03
O -0.38 -2.07 -1.73
H 2.91 -2.17 -2.55
H 2.26 -0.94 -1.54
H 1.83 -1.12 -3.30
H 1.18 -3.18 -1.13
H 0.88 -3.36 -2.85
C 4.60 2.09 1.22
O 3.21 2.39 1.14
C 2.62 1.79 -0.02
C 1.21 2.30 -0.05
O 0.32 1.54 -0.86
C 0.75 1.55 -2.20
H 4.72 1.02 1.43
H 4.94 2.68 2.07
H 5.13 2.29 0.28
H 2.60 0.70 0.10
H 3.22 2.09 -0.88
H 1.16 3.35 -0.36
H 0.82 2.29 0.96
H 1.70 1.04 -2.40
H 0.86 2.58 -2.58
H 0.02 1.02 -2.82
C -1.71 -3.35 0.92
O -2.00 -2.00 0.64
C -3.09 -1.48 1.39
C -2.67 -0.12 2.02
O -1.95 0.66 1.12
C -2.01 2.04 1.44
H -1.28 -3.46 1.92
H -0.91 -3.65 0.23
H -2.59 -3.97 0.74
H -3.49 -2.15 2.15
H -3.87 -1.26 0.65
H -2.14 -0.38 2.94
H -3.63 0.33 2.32
H -3.05 2.34 1.30
H -1.40 2.59 0.73
H -1.64 2.23 2.45
```



No. 2
Computed, not measured: a cluster of 5 separate species, C22H48NO9P in total, with ωB97M-V/def2-TZVPD.

HOMO energy: -8.2 eV
ΔE to the lowest compared entry with this formula, charge and spin: 16.6 kJ/mol
Total energy: -1940.296368 a.u.
Total charge: 0
Orbital gap: 8.8 eV
SMILES: CCOC(C)=O.CCOC(C)=O.CCOC(C)=O.CCOC(C)=O.COCCCCPCN
Maximum force: 0.45 eV/Å

```
81
C22H48NO9P (ωB97M-V/def2-TZVPD)
C -4.10 -3.82 -1.28
O -3.04 -3.44 -2.12
C -1.80 -3.55 -1.46
C -0.71 -2.87 -2.29
C -0.01 -1.67 -1.63
C -0.95 -0.63 -0.99
P -0.74 -0.08 0.77
C -1.04 -1.62 1.76
N -0.05 -2.70 1.67
H -4.29 -3.06 -0.51
H -3.88 -4.77 -0.77
H -4.99 -3.94 -1.90
H -1.57 -4.62 -1.30
H -1.88 -3.10 -0.46
H -1.20 -2.53 -3.22
H 0.04 -3.61 -2.59
H 0.57 -1.16 -2.41
H 0.75 -2.03 -0.92
H -2.00 -0.92 -1.10
H -0.84 0.32 -1.53
H 0.67 -0.16 0.76
H -2.06 -1.94 1.50
H -1.09 -1.28 2.81
H -0.46 -3.56 2.02
H 0.17 -2.89 0.71
O -1.64 2.45 -2.38
C -2.10 3.34 -1.72
O -1.39 3.75 -0.66
C -1.83 4.77 0.26
C -2.80 4.23 1.28
C -3.46 3.93 -2.02
H -2.24 5.63 -0.28
H -0.92 5.10 0.75
H -3.73 3.89 0.81
H -3.04 5.00 2.01
H -2.36 3.39 1.81
H -4.20 3.30 -1.54
H -3.61 3.86 -3.10
H -3.60 4.95 -1.68
O -0.09 7.23 3.41
C 0.74 6.45 3.04
O 0.36 5.21 2.72
C 1.25 4.24 2.12
C 2.10 3.52 3.14
C 2.21 6.82 2.98
H 1.85 4.73 1.35
H 0.59 3.54 1.62
H 2.78 4.20 3.66
H 2.69 2.76 2.62
H 1.47 3.03 3.87
H 2.63 6.66 3.97
H 2.27 7.88 2.76
H 2.79 6.25 2.27
O -1.92 -5.78 1.26
C -1.19 -6.72 1.11
O 0.13 -6.52 1.28
C 1.10 -7.57 1.18
C 1.51 -7.83 -0.25
C -1.70 -8.07 0.67
H 0.74 -8.47 1.67
H 1.95 -7.20 1.76
H 0.68 -8.19 -0.85
H 2.30 -8.58 -0.28
H 1.89 -6.91 -0.70
H -1.77 -8.06 -0.42
H -2.70 -8.19 1.07
H -1.07 -8.91 0.96
O 1.46 2.21 -0.04
C 2.21 2.26 -0.97
O 3.53 2.03 -0.74
C 4.48 1.97 -1.80
C 4.97 3.35 -2.21
C 1.73 2.62 -2.35
H 4.08 1.42 -2.65
H 5.30 1.38 -1.39
H 4.16 3.96 -2.62
H 5.75 3.26 -2.97
H 5.39 3.87 -1.35
H 1.72 3.71 -2.43
H 0.69 2.28 -2.43
H 2.32 2.23 -3.17
```



No. 3
Computed, not measured: the molecule C11H13N5OS2, with ωB97M-V/def2-TZVPD.

HOMO energy: -8.2 eV
Total energy: -1572.407440 a.u.
Total charge: 0
Orbital gap: 8.5 eV
SMILES: CSc1ccccc1NC(=O)CSc1n[nH]c(N)n1
Maximum force: 0.88 eV/Å

```
32
C11H13N5OS2 (ωB97M-V/def2-TZVPD)
C 0.42 2.53 0.83
H 0.44 1.85 1.68
H -0.42 3.20 0.90
H 1.35 3.09 0.77
S 0.19 1.57 -0.71
C 1.69 0.60 -0.62
C 2.89 1.20 -0.96
C 4.07 0.48 -0.88
C 4.04 -0.85 -0.48
C 2.84 -1.46 -0.16
C 1.64 -0.74 -0.22
N 0.41 -1.31 0.09
C 0.12 -2.60 0.39
O 0.94 -3.49 0.54
C -1.37 -2.85 0.55
H -1.53 -3.90 0.80
H -1.80 -2.19 1.30
S -2.28 -2.55 -1.01
C -2.78 -0.91 -0.74
N -3.53 -0.24 -1.59
N -3.69 0.96 -0.97
C -3.03 0.96 0.20
N -2.44 -0.21 0.38
N -2.95 2.02 1.04
H -3.69 2.70 0.99
H -2.64 1.80 1.97
H -4.19 1.70 -1.44
H -0.37 -0.66 0.03
H 2.82 -2.49 0.15
H 4.95 -1.42 -0.42
H 5.01 0.95 -1.14
H 2.89 2.23 -1.28
```



No. 4
Computed, not measured: a structure of composition C17H27N2PdS at a distorted geometry, with ωB97M-V/def2-TZVPD.

HOMO energy (spin up / spin down): -8.9 / -11.1 eV
Spin multiplicity: 5
Total energy: -1299.061430 a.u.
Total charge: +1
Orbital gap (spin up / spin down): 6.6 / 6.2 eV
Maximum force: 3.07 eV/Å

```
48
C17H27N2PdS (ωB97M-V/def2-TZVPD)
C -0.48 0.84 -4.80
C 0.11 2.18 -4.70
C 0.35 -0.27 -5.26
C -1.93 0.69 -4.75
H 0.40 -0.29 -6.37
H -0.04 -1.26 -4.95
H 1.40 -0.20 -4.91
H 0.08 2.69 -5.69
H 1.16 2.17 -4.38
H -0.45 2.84 -4.01
H -2.38 0.86 -5.76
H -2.42 1.41 -4.07
H -2.25 -0.33 -4.45
C 2.25 0.00 1.06
C 2.34 -0.77 -0.17
C 2.14 0.13 -1.28
H 2.59 -1.83 -0.23
C 1.91 1.49 -0.73
C 1.97 1.41 0.68
H 1.84 2.22 1.40
H 2.42 -0.41 2.08
H 2.25 -0.10 -2.34
H 1.79 2.39 -1.33
C -2.25 -0.97 0.49
C -1.23 -1.96 0.88
C -0.54 -2.38 -0.33
H -1.04 -2.36 1.89
C -1.13 -1.68 -1.45
C -2.19 -0.80 -0.93
H -2.86 -0.19 -1.55
H -2.93 -0.47 1.18
H 0.23 -3.15 -0.37
H -0.91 -1.85 -2.51
Pd 0.03 -0.08 -0.46
C -1.33 0.86 5.56
N -0.72 0.95 4.29
C 0.00 0.00 3.72
S -0.12 0.11 2.03
N 0.72 -0.96 4.28
C 1.31 -0.87 5.57
H -1.09 -0.09 6.00
H -2.41 0.96 5.49
H -0.95 1.67 6.17
H -1.05 1.67 3.65
H 1.04 -1.69 3.66
H 0.92 -1.67 6.18
H 2.39 -0.98 5.51
H 1.08 0.09 6.00
```



No. 5
Computed, not measured: a structure of composition C3H4N2O at a distorted geometry, with ωB97M-V/def2-TZVPD.

HOMO energy: -8.3 eV
ΔE to the lowest compared entry with this formula, charge and spin: 444.4 kJ/mol
Total energy: -301.317981 a.u.
Total charge: 0
Orbital gap: 9.0 eV
Maximum force: 2.69 eV/Å

```
10
C3H4N2O (ωB97M-V/def2-TZVPD)
N -0.83 -0.73 -1.65
C -1.14 -1.02 -0.46
O -0.65 -0.38 0.60
C 0.17 0.70 0.33
C 1.08 0.94 1.24
N 2.00 1.15 2.04
H -1.33 -1.33 -2.30
H -1.83 -1.79 -0.12
H 0.15 1.16 -0.64
H 2.39 1.29 0.96
```